[1]
Here is a structure of composition C31H27IN5O2PtS in a non-equilibrium geometry from the OMol25 dataset. Energies are from ωB97M-V with the def2-TZVPD basis set.

Each line ends with the Mulliken charge.
Geometry (Å):
Pt: -1.244 -0.434 0.660  1.87
I: -3.197 1.289 2.181  0.33
C: -1.997 0.847 3.856  0.57
C: -2.107 1.656 4.974  -0.64
C: -1.362 1.355 6.111  -0.73
C: -0.598 0.206 6.131  -0.75
C: -0.589 -0.691 5.042  0.69
C: -0.051 -1.984 5.167  -0.74
C: -0.115 -2.873 4.113  -1.02
C: -0.616 -2.463 2.878  -0.43
C: -1.099 -1.174 2.678  0.31
C: -1.222 -0.324 3.809  0.48
H: -2.758 2.518 4.977  0.46
H: -1.404 2.003 6.975  0.44
H: -0.003 -0.041 6.997  0.46
H: 0.336 -2.292 6.127  0.47
H: 0.235 -3.886 4.238  0.48
H: -0.637 -3.192 2.079  0.55
C: 0.407 -4.961 -2.201  -0.75
N: -0.253 -3.806 -2.748  0.19
C: -0.406 -3.545 -4.072  -0.63
C: -1.079 -2.373 -4.194  -0.20
N: -1.340 -1.900 -2.929  0.33
C: -0.837 -2.812 -2.041  0.12
S: -0.918 -2.835 -0.355  -0.22
C: -2.142 -0.773 -2.667  0.98
C: -2.510 0.058 -3.727  -0.77
C: -3.506 0.999 -3.532  -0.60
C: -4.127 1.057 -2.293  -0.87
C: -3.620 0.274 -1.272  -0.81
N: -2.610 -0.584 -1.426  -0.43
H: 0.648 -5.649 -3.009  0.32
H: -0.234 -5.465 -1.477  0.35
H: 1.334 -4.664 -1.707  0.33
H: -0.050 -4.197 -4.843  0.48
H: -1.404 -1.880 -5.084  0.45
H: -2.043 -0.029 -4.693  0.35
H: -3.808 1.640 -4.345  0.52
H: -4.974 1.699 -2.123  0.48
H: -4.077 0.301 -0.293  1.00
O: 5.718 1.295 0.289  -0.50
C: 5.348 -0.034 0.485  -0.56
C: 3.856 -0.167 0.449  0.21
C: 3.229 -1.354 0.834  -1.33
C: 1.850 -1.420 0.817  -0.23
N: 1.090 -0.411 0.404  -0.26
C: 1.666 0.723 -0.015  0.31
C: 3.049 0.885 0.027  -0.79
C: 0.776 1.774 -0.526  0.75
C: 1.253 2.841 -1.283  -0.92
C: 0.382 3.842 -1.696  0.67
C: 0.870 4.952 -2.589  -0.81
O: 1.452 4.349 -3.713  -0.53
C: -0.949 3.745 -1.308  -1.45
C: -1.364 2.613 -0.626  -0.34
N: -0.534 1.646 -0.259  0.12
H: 6.675 1.391 0.374  0.33
H: 5.712 -0.421 1.450  0.38
H: 5.780 -0.686 -0.296  0.35
H: 3.805 -2.207 1.159  0.50
H: 1.335 -2.318 1.131  0.57
H: 3.511 1.822 -0.244  0.58
H: 2.287 2.885 -1.585  0.51
H: 1.615 5.552 -2.037  0.33
H: 0.036 5.612 -2.860  0.40
H: 1.598 5.000 -4.412  0.34
H: -1.657 4.520 -1.557  0.43
H: -2.411 2.494 -0.379  0.52

Force components x, y, z for each atom (eV/Å):
Pt 1.14 -0.54 0.30
I 0.16 0.03 0.57
C -0.12 -0.37 -0.96
C 0.14 0.13 0.46
C -0.20 0.21 -0.28
C 0.14 -0.51 -0.04
C -0.18 0.18 -0.24
C -0.06 0.61 0.47
C -0.17 -0.31 -0.98
C 0.32 -0.70 0.85
C -0.11 0.90 -1.29
C -0.09 0.30 0.67
H -0.02 0.05 -0.07
H 0.01 0.03 0.00
H -0.04 -0.04 0.19
H 0.15 -0.05 0.06
H 0.06 -0.10 0.03
H 0.06 0.00 0.06
C 0.55 -0.86 0.52
N -0.49 0.63 -0.92
C 0.22 -0.26 0.28
C -0.18 0.45 0.38
N 0.65 -0.93 -0.58
C -0.20 0.24 1.17
S -0.04 0.30 -0.10
C -1.08 1.55 0.19
C 0.25 -0.35 0.21
C -0.01 -0.09 0.26
C 0.11 -0.03 -0.18
C -0.29 0.11 -0.28
N 0.10 -0.37 -0.54
H -0.08 0.10 0.03
H 0.01 0.08 -0.13
H -0.08 0.01 -0.05
H 0.13 -0.19 -0.14
H -0.06 0.07 -0.19
H 0.01 0.02 -0.13
H -0.05 0.03 -0.06
H -0.10 0.11 0.07
H 0.08 -0.01 0.02
O -0.04 0.40 -0.06
C 0.43 -0.59 0.10
C -0.20 0.06 -0.03
C -0.06 0.23 -0.08
C 0.45 -0.22 0.02
N -0.75 0.16 -0.03
C 0.46 -0.26 0.06
C -0.15 -0.18 0.08
C -0.09 0.50 -0.36
C -0.22 -0.26 0.18
C -0.24 -0.02 -0.08
C 0.07 0.60 0.36
O 0.10 -0.32 -0.42
C 0.25 -0.21 0.00
C -0.10 0.42 -0.14
N -0.22 -0.57 0.44
H -0.14 -0.02 -0.03
H -0.11 0.04 -0.11
H -0.20 0.06 0.15
H 0.05 -0.09 0.07
H 0.07 0.03 0.07
H 0.03 -0.01 -0.03
H 0.12 0.01 0.01
H -0.23 -0.07 -0.08
H 0.10 -0.12 0.09
H 0.03 -0.03 0.20
H -0.13 0.03 -0.08
H 0.08 -0.03 0.04

Properties
Spin multiplicity = 5
ΔE to the lowest compared entry with this formula, charge and spin = 1.012 eV
Gap between HOMO and LUMO (spin up / spin down) = 0.2757 / 0.1816 Ha
Total charge = +3
LUMO level (spin up / spin down) = -8.235 / -11.658 eV
<S²> = 6.06

---

[2]
Here is a structure of composition C31H27N5OPSn in a non-equilibrium geometry from the OMol25 dataset. Energies are from ωB97M-V with the def2-TZVPD basis set.

Each line ends with the Mulliken charge.
Geometry (Å):
Sn: 4.466 3.660 19.383  0.85
C: 8.515 5.428 20.743  -1.48
C: 7.106 4.954 20.498  0.99
N: 6.691 3.999 19.737  0.45
N: 7.640 3.147 19.145  -0.73
C: 7.339 2.672 17.985  0.00
O: 6.213 3.075 17.382  -0.46
C: 8.197 1.775 17.145  0.30
C: 8.738 0.590 17.543  -0.16
C: 9.136 -0.218 16.451  -0.57
C: 9.491 0.210 15.161  -0.71
C: 9.159 1.515 14.881  -0.54
C: 8.244 2.268 15.748  0.21
C: 6.005 5.645 21.196  0.33
C: 6.097 6.960 21.588  -0.67
C: 4.987 7.594 22.146  -0.41
C: 3.808 6.889 22.282  -0.71
C: 3.804 5.554 21.929  0.04
N: 4.834 4.948 21.358  -0.42
H: 9.231 4.582 20.703  0.38
H: 8.626 5.979 21.699  0.48
H: 8.825 6.067 19.912  0.39
H: 8.723 0.214 18.543  0.75
H: 9.280 -1.288 16.651  0.51
H: 10.024 -0.414 14.450  0.53
H: 9.520 2.055 14.014  0.56
H: 8.248 3.343 15.661  0.76
H: 7.031 7.533 21.501  0.34
H: 5.037 8.624 22.466  0.47
H: 2.885 7.288 22.678  0.43
H: 2.908 4.947 22.082  0.45
N: 5.516 0.853 17.170  -0.10
P: 4.872 0.931 18.820  0.51
C: 5.578 -0.577 19.534  0.72
C: 6.713 -0.676 20.331  -0.57
C: 7.288 -1.919 20.573  -0.52
C: 6.772 -3.060 19.943  -0.68
C: 5.561 -2.953 19.244  -0.71
C: 4.983 -1.722 19.069  -0.64
C: 3.124 0.612 18.937  0.84
C: 2.329 0.843 17.822  -0.47
C: 0.969 0.629 17.901  -0.66
C: 0.387 0.160 19.070  -0.53
C: 1.176 -0.060 20.185  -0.62
C: 2.554 0.209 20.155  -0.77
C: 5.663 2.065 16.444  -0.33
C: 6.729 1.838 15.254  0.37
C: 6.393 2.566 14.005  -0.70
C: 5.138 2.795 13.764  -0.49
C: 4.119 2.718 14.852  -0.35
N: 4.358 2.611 16.102  -0.39
H: 4.987 0.172 16.636  0.66
H: 7.095 0.206 20.827  0.46
H: 8.175 -1.967 21.211  0.48
H: 7.248 -4.026 20.006  0.49
H: 5.122 -3.845 18.846  0.49
H: 4.031 -1.641 18.543  0.39
H: 2.743 1.207 16.907  0.29
H: 0.370 0.845 17.019  0.44
H: -0.659 -0.162 19.039  0.42
H: 0.714 -0.403 21.108  0.45
H: 3.154 -0.048 21.029  0.46
H: 6.761 0.774 15.081  0.33
H: 7.206 2.723 13.293  0.40
H: 4.806 3.166 12.786  0.46
H: 3.109 2.937 14.526  0.51

Force components x, y, z for each atom (eV/Å):
Sn 0.06 -0.11 -0.14
C 0.29 -0.77 -0.07
C 0.23 0.25 0.58
N 0.52 -0.92 -0.86
N 0.58 -0.34 -0.81
C 0.46 0.72 1.70
O -0.71 -0.44 -1.08
C 0.14 0.93 0.90
C -0.34 0.48 -1.57
C 1.06 -1.49 0.46
C -0.59 1.43 0.26
C 0.18 0.33 -0.19
C -0.55 -1.70 0.47
C -1.07 0.09 0.14
C 0.69 0.57 0.40
C -0.39 0.06 -0.03
C 0.08 -0.04 0.37
C -0.62 -0.51 -0.22
N 1.08 0.05 -0.43
H -0.52 0.33 0.16
H -0.20 -0.46 -0.68
H -0.11 0.20 0.02
H -0.25 -0.17 0.39
H 0.03 0.37 0.10
H -0.11 -0.03 0.23
H -0.05 -0.37 -0.31
H 0.32 0.34 -0.02
H -0.47 -0.42 -0.08
H 0.10 0.08 -0.08
H 0.18 0.31 0.12
H 0.23 0.18 -0.10
N -0.82 -0.27 1.42
P 0.93 -0.08 0.78
C 0.34 0.80 0.05
C -0.02 0.16 0.29
C 0.41 -0.18 -0.23
C -0.61 0.67 0.05
C 1.17 -0.40 0.50
C -1.09 -0.52 -0.83
C -0.26 0.10 -0.29
C -0.43 0.00 0.46
C -0.47 0.17 -0.40
C -0.30 -0.57 -0.59
C 0.47 0.41 0.59
C -0.52 -0.55 -0.26
C 0.38 1.35 -0.81
C -0.31 0.96 1.26
C 1.73 -0.90 0.12
C -2.07 0.63 -0.62
C 0.27 0.64 -0.64
N 0.80 -0.66 -0.50
H 0.14 -0.27 -0.23
H 0.24 0.09 -0.08
H -0.36 -0.13 -0.23
H 0.12 -0.03 0.26
H -0.29 -0.23 -0.20
H 0.22 -0.21 0.00
H 0.21 0.07 -0.31
H -0.04 -0.23 0.22
H 0.33 0.44 0.29
H 0.18 -0.08 -0.17
H -0.03 0.24 -0.22
H 0.03 -0.42 -0.07
H -0.43 0.02 0.01
H 0.04 -0.10 0.55
H -0.21 0.13 0.26

Properties
ΔE to the lowest compared entry with this formula, charge and spin = 0.957 eV
Gap between HOMO and LUMO = 0.2113 Ha
Total charge = +3
LUMO level = -10.667 eV

---

[3]
Here is a structure of composition C31H27N9O2RuSi in a non-equilibrium geometry from the OMol25 dataset. Energies are from ωB97M-V with the def2-TZVPD basis set.

Each line ends with the Mulliken charge.
Geometry (Å):
Ru: -0.446 1.282 -1.070  0.81
N: 2.386 3.276 -0.954  -0.16
C: 1.299 4.039 -0.877  0.41
N: 1.446 5.354 -0.825  -0.70
C: 0.327 6.070 -0.721  0.49
N: 0.429 7.394 -0.678  -0.32
N: -0.920 5.542 -0.636  -0.60
C: -0.974 4.242 -0.694  -0.02
N: 0.081 3.426 -0.839  -0.03
C: -2.287 3.582 -0.533  0.85
C: -3.470 4.271 -0.728  -0.54
C: -4.667 3.619 -0.478  -0.50
C: -4.635 2.316 -0.009  -0.87
C: -3.408 1.693 0.147  -0.14
N: -2.255 2.303 -0.128  -0.12
H: 3.282 3.729 -1.010  0.24
H: 2.302 2.268 -1.008  0.15
H: 1.336 7.822 -0.741  0.26
H: -0.400 7.953 -0.581  0.25
H: -3.426 5.293 -1.074  0.49
H: -5.611 4.124 -0.632  0.48
H: -5.544 1.783 0.229  0.51
H: -3.334 0.682 0.531  0.73
O: 0.038 -0.376 0.104  1.70
Si: 0.658 -1.658 0.829  -1.72
C: 2.541 -1.695 0.579  -0.06
C: 3.121 -2.512 -0.394  0.05
C: 4.497 -2.499 -0.598  -0.86
C: 5.303 -1.667 0.165  -0.45
C: 4.737 -0.846 1.132  -0.76
C: 3.364 -0.854 1.332  -0.29
C: 0.285 -1.604 2.674  0.71
C: -0.733 -0.757 3.112  -0.39
C: -1.119 -0.758 4.446  -0.49
C: -0.485 -1.597 5.350  -0.51
C: 0.558 -2.411 4.930  -0.79
C: 0.947 -2.411 3.597  -0.13
C: 0.080 -3.277 0.040  0.36
C: -0.340 -3.280 -1.291  -0.12
C: -0.582 -4.476 -1.944  -0.70
C: -0.427 -5.678 -1.265  -0.53
C: -0.042 -5.688 0.073  -0.69
C: 0.198 -4.493 0.725  -0.29
H: 2.501 -3.172 -0.990  0.40
H: 4.934 -3.142 -1.351  0.43
H: 6.375 -1.665 0.016  0.41
H: 5.365 -0.198 1.731  0.43
H: 2.926 -0.211 2.088  0.46
H: -1.214 -0.093 2.402  0.18
H: -1.919 -0.106 4.776  0.41
H: -0.796 -1.612 6.386  0.38
H: 1.070 -3.047 5.641  0.40
H: 1.779 -3.032 3.284  0.42
H: -0.461 -2.338 -1.815  0.24
H: -0.893 -4.477 -2.981  0.42
H: -0.610 -6.614 -1.777  0.38
H: 0.070 -6.625 0.603  0.43
H: 0.484 -4.499 1.770  0.36
C: 2.581 0.250 -2.860  -0.93
O: 1.786 0.531 -1.698  -0.44
H: 3.572 -0.089 -2.557  0.28
H: 2.665 1.177 -3.422  0.34
H: 2.110 -0.506 -3.488  0.32
H: 1.677 -0.284 -1.172  0.20
N: -1.734 0.538 -2.542  -0.74
C: -2.778 0.017 -2.360  0.74
C: -4.006 -0.589 -2.193  0.43
C: -5.170 0.130 -2.556  0.03
N: -6.111 0.746 -2.802  -0.44
C: -4.119 -1.812 -1.498  0.16
N: -4.193 -2.805 -0.921  -0.38

Force components x, y, z for each atom (eV/Å):
Ru 0.42 -0.39 2.03
N -0.30 0.03 -0.05
C 0.34 0.05 -0.10
N 0.01 0.04 0.02
C 0.23 -0.04 -0.01
N -0.05 -0.14 -0.04
N -0.32 -0.11 -0.02
C 0.05 0.41 0.05
N -0.22 -1.43 -0.50
C -0.27 0.22 0.10
C 0.12 -0.02 0.08
C 0.01 -0.07 0.01
C 0.05 0.14 0.12
C 0.00 -0.27 0.30
N 0.96 -0.86 -1.18
H 0.02 0.00 0.04
H 0.16 -0.03 -0.01
H 0.00 0.03 0.02
H 0.00 0.02 -0.01
H -0.01 0.03 0.06
H -0.01 -0.01 -0.03
H 0.00 -0.04 0.00
H 0.02 -0.05 -0.15
O -1.44 2.83 -1.94
Si 0.66 -1.81 0.93
C -0.61 0.21 -0.06
C 0.17 0.07 0.02
C -0.02 0.01 -0.08
C 0.04 -0.04 -0.01
C -0.07 0.14 0.07
C 0.18 -0.05 -0.09
C 0.06 0.26 -0.76
C 0.06 -0.17 0.26
C -0.08 0.09 -0.07
C 0.00 0.01 0.04
C 0.07 -0.05 -0.06
C -0.08 0.05 0.16
C -0.16 0.58 0.28
C 0.19 -0.09 0.31
C -0.10 -0.23 -0.09
C 0.03 -0.02 -0.01
C -0.10 -0.04 -0.16
C 0.04 0.39 -0.22
H 0.00 -0.03 0.04
H 0.03 -0.01 0.02
H 0.01 0.00 -0.01
H 0.04 -0.02 0.00
H 0.02 -0.01 0.05
H -0.07 -0.03 0.02
H 0.01 -0.01 0.05
H 0.01 0.02 0.01
H -0.01 0.01 0.01
H -0.02 -0.03 -0.02
H 0.00 0.03 -0.08
H -0.02 -0.04 0.00
H -0.01 0.00 -0.01
H -0.04 -0.03 -0.03
H 0.04 -0.02 0.01
C -0.04 0.07 -0.37
O -1.04 0.14 0.24
H -0.06 0.00 0.10
H 0.01 0.00 0.00
H -0.04 0.00 0.05
H 0.20 0.12 0.17
N 0.85 0.08 0.50
C -0.85 -0.42 0.13
C 0.98 0.73 -0.10
C -0.23 0.28 0.01
N 0.03 0.00 -0.03
C 0.21 -0.52 -0.05
N -0.03 0.04 0.05

Properties
Spin multiplicity = 2
ΔE to the lowest compared entry with this formula, charge and spin = 2.227 eV
Gap between HOMO and LUMO (spin up / spin down) = 0.1751 / 0.2270 Ha
Total charge = +1
LUMO level (spin up / spin down) = -6.246 / -4.834 eV
<S²> = 1.16

---

[4]
Here is a structure of composition C31H27NO4S3SbTeV in a non-equilibrium geometry from the OMol25 dataset. Energies are from ωB97M-V with the def2-TZVPD basis set.

Each line ends with the Mulliken charge.
Geometry (Å):
V: -14.842 -8.796 6.902  0.58
S: -14.749 -12.604 4.558  -0.58
Sb: -16.646 -12.365 5.808  0.41
S: -16.279 -10.760 7.455  -0.51
S: -14.769 -8.848 4.437  -0.47
C: -13.087 -6.865 13.934  -1.64
C: -13.562 -7.195 12.526  -0.53
C: -14.894 -7.326 12.140  -0.37
C: -15.355 -7.563 10.824  1.10
C: -16.809 -7.525 10.524  0.50
O: -17.296 -7.405 9.414  -0.62
C: -17.796 -7.570 11.679  0.07
C: -18.524 -6.467 12.007  -0.22
C: -19.267 -6.430 13.185  -0.65
C: -19.301 -7.528 14.017  -0.50
C: -18.603 -8.671 13.625  -0.40
C: -17.821 -8.706 12.515  -0.20
C: -14.387 -7.712 9.835  0.86
O: -14.725 -7.789 8.518  -1.01
C: -12.983 -7.584 10.239  -2.64
C: -12.660 -7.252 11.489  0.63
C: -12.038 -7.743 9.156  -0.02
N: -11.281 -8.765 8.905  0.11
C: -11.364 -9.968 9.693  -0.39
C: -10.033 -10.713 9.654  -1.26
Te: -8.496 -9.689 10.655  0.16
C: -8.076 -8.521 9.001  -0.24
C: -7.373 -9.103 7.920  -0.30
C: -7.333 -8.396 6.707  -0.78
C: -7.944 -7.162 6.626  -0.37
C: -8.540 -6.570 7.703  -0.66
C: -8.667 -7.283 8.889  0.01
C: -11.831 -6.552 8.294  1.55
C: -11.427 -6.756 7.002  0.21
C: -11.470 -5.717 6.085  -1.06
C: -11.765 -4.443 6.578  -0.70
C: -12.154 -4.247 7.881  -0.92
C: -12.204 -5.307 8.726  -0.05
H: -12.053 -6.651 14.046  0.39
H: -13.231 -7.768 14.577  0.30
H: -13.713 -6.052 14.386  0.32
H: -15.637 -7.264 12.877  0.48
H: -18.394 -5.537 11.495  0.43
H: -19.821 -5.535 13.358  0.39
H: -19.950 -7.631 14.870  0.37
H: -18.617 -9.565 14.257  0.34
H: -17.231 -9.643 12.395  0.35
H: -11.608 -7.125 11.525  0.44
H: -12.151 -10.607 9.322  0.33
H: -11.564 -9.818 10.756  0.24
H: -9.641 -10.864 8.675  0.30
H: -10.058 -11.689 10.179  0.58
H: -6.938 -10.075 7.976  0.48
H: -6.851 -8.829 5.844  0.42
H: -7.739 -6.520 5.793  0.42
H: -8.994 -5.569 7.613  0.41
H: -9.185 -6.748 9.657  0.45
H: -11.234 -7.832 6.664  0.36
H: -11.304 -5.870 5.003  0.44
H: -11.924 -3.608 5.952  0.45
H: -12.362 -3.262 8.303  0.38
H: -12.389 -5.176 9.774  0.44
C: -11.062 -10.455 4.560  -0.67
O: -12.317 -9.932 4.157  -0.36
C: -13.260 -9.485 5.023  1.00
O: -13.073 -9.688 6.253  -0.43
H: -10.824 -11.204 3.800  0.34
H: -11.001 -10.905 5.568  0.26
H: -10.335 -9.648 4.438  0.26

Force components x, y, z for each atom (eV/Å):
V -0.41 -0.72 0.11
S -0.82 -0.03 0.48
Sb 1.07 0.17 -0.28
S -0.12 0.04 -0.13
S 1.10 0.03 -0.15
C -2.29 -0.89 0.74
C -0.57 0.86 0.24
C 0.72 -0.34 -0.17
C 0.47 0.07 0.73
C -1.02 0.18 -0.51
O 0.49 0.00 0.25
C 1.88 -1.44 0.07
C -0.03 0.50 0.94
C -0.05 -0.33 -0.30
C -0.42 -0.63 -0.55
C -0.32 -0.49 1.37
C 0.50 -0.31 -0.61
C 0.42 0.57 -2.40
O 1.25 0.12 3.04
C -3.95 -1.10 -2.22
C 1.14 -0.52 0.20
C 2.73 -0.97 -0.73
N -1.11 1.16 0.36
C 0.51 -0.33 0.52
C -0.45 -0.62 0.83
Te 0.55 0.03 0.99
C 0.50 -0.67 -0.56
C -1.01 1.55 -0.45
C -0.12 -0.81 0.87
C 1.13 0.75 -0.40
C -0.70 0.36 0.53
C 0.52 1.03 -0.82
C -0.58 -1.19 0.17
C -0.13 -1.96 -2.09
C 0.24 0.55 -0.11
C -0.74 -0.46 -0.52
C 0.40 1.06 0.50
C 0.53 -0.24 1.10
H 0.90 0.49 -0.41
H -0.08 0.59 -0.29
H 0.65 -0.58 -0.33
H -0.91 0.23 1.10
H -0.08 0.22 -0.72
H -0.34 0.43 0.50
H 0.00 0.46 0.29
H -0.15 0.36 -0.10
H -0.31 1.08 -0.58
H 1.10 0.31 1.22
H -0.39 -0.26 -0.41
H -0.36 0.35 0.08
H 0.05 -0.18 -0.90
H -0.33 0.45 -0.38
H 0.22 -0.48 0.27
H 0.16 0.00 -0.08
H -0.30 -0.06 -0.80
H 0.38 -0.57 0.08
H -0.25 -0.42 0.73
H -0.18 1.73 0.58
H 0.03 0.03 0.78
H 0.35 0.70 -1.03
H -0.06 -0.14 -0.50
H -0.55 0.14 0.30
C 0.40 -0.14 0.04
O -1.44 0.84 -0.10
C 0.66 -1.59 0.33
O -0.09 0.74 -0.83
H -0.06 -0.05 0.24
H -0.42 0.41 -0.46
H 0.11 -0.04 0.35

Properties
Spin multiplicity = 4
ΔE to the lowest compared entry with this formula, charge and spin = 1.534 eV
Gap between HOMO and LUMO (spin up / spin down) = 0.2221 / 0.2547 Ha
Total charge = -1
LUMO level (spin up / spin down) = 1.957 / 1.960 eV
<S²> = 3.76